The following is a quantum chemistry calculation of a cluster of 2 separate species, C17H23FN3O5S in total, from OMol25.

Largest force on an atom = 0.73 eV Å⁻¹
LUMO level = -0.124 hartree
HOMO energy = -11.47 eV
Kohn-Sham gap = 8.08 eV
Molar mass = 400.5 g mol⁻¹
Total charge = +1

Each line ends with the Mulliken charge.
Element x y z (Å)
F: -4.50022 3.19777 1.10236  -0.31
C: -4.55386 1.92191 1.58072  0.13
C: -3.90975 1.77583 2.93157  -0.84
C: -2.36057 1.79815 2.95469  -1.02
C: -1.72902 1.39889 1.60287  1.02
C: -0.29228 0.92278 1.79794  -1.74
C: 0.39188 0.28716 0.58719  -0.51
C: 0.68576 1.26034 -0.55916  -0.63
C: -0.49132 1.41457 -1.52457  -0.39
S: 0.08077 1.94178 -3.16299  -0.16
C: -1.26418 1.38366 -4.11615  0.50
N: -1.25150 0.98880 -5.34736  -0.36
N: -2.58287 0.74445 -5.68872  -0.34
C: -3.27434 0.99234 -4.63405  0.04
O: -2.51445 1.41410 -3.57220  -0.17
C: -2.64422 0.36429 0.98285  -1.48
N: -3.86597 1.09602 0.51355  0.06
H: -5.59726 1.61917 1.61896  0.44
H: -4.26124 0.82968 3.33555  0.40
H: -4.29990 2.56697 3.56214  0.39
H: -2.05767 1.04194 3.67323  0.37
H: -2.00538 2.77157 3.26811  0.44
H: -1.74102 2.30107 0.98671  0.43
H: -0.24809 0.23363 2.63965  0.51
H: 0.28631 1.80034 2.08550  0.39
H: -0.19973 -0.55580 0.22751  0.49
H: 1.32948 -0.14928 0.91053  0.22
H: 0.91414 2.22900 -0.11580  0.33
H: 1.55992 0.91999 -1.10350  0.28
H: -1.22173 2.12521 -1.14637  0.25
H: -0.96678 0.44738 -1.66556  0.29
H: -4.33309 0.91960 -4.47937  0.40
H: -2.23442 -0.15560 0.12471  0.56
H: -2.93365 -0.38661 1.71294  0.26
H: -3.56987 1.75987 -0.20860  0.31
H: -4.52202 0.46689 0.05276  0.44
C: 6.10670 -2.84016 -0.98917  -0.95
C: 4.97436 -2.13157 -1.07663  0.34
C: 3.81234 -2.36251 -0.14647  1.01
O: 2.82729 -1.65066 -0.28953  -0.52
C: 3.91836 -3.39886 0.85405  -1.12
C: 5.05029 -4.11534 0.94309  0.42
C: 6.22522 -3.87079 0.02727  1.01
O: 7.20984 -4.56018 0.19639  -0.60
O: 5.23470 -5.07758 1.82567  -0.57
O: 4.78079 -1.17604 -1.97733  -0.57
H: 6.94636 -2.67978 -1.65029  0.44
H: 3.07396 -3.56598 1.50743  0.42
H: 6.13683 -5.42404 1.67458  0.37
H: 3.88108 -0.83439 -1.82668  0.31